[1]
This record from the Open Molecules 2025 dataset describes a 12-piece molecular cluster, C30H88N4O19 overall. The level of theory is the ωB97M-V functional and the def2-TZVPD basis.

Element x y z (Å)
H (-0.386, 0.323, 4.682)
C (-2.370, -4.399, 0.839)
N (-0.559, -1.561, 2.539)
O (-2.117, -2.752, 5.702)
H (0.960, 2.203, -0.235)
C (-3.133, 4.727, 2.775)
C (5.068, 1.161, -0.932)
O (-3.896, -1.131, -1.617)
H (1.147, 4.144, 4.065)
O (6.113, 0.856, 0.013)
H (-1.868, -0.324, 5.421)
H (3.790, 0.817, 4.468)
H (6.048, -0.223, -2.284)
C (-3.622, 2.445, 2.631)
O (1.600, -4.804, -2.308)
O (-4.717, -0.709, -4.133)
H (-2.752, 1.085, -0.307)
H (-1.758, -3.685, -1.048)
H (-0.148, -2.864, 6.368)
N (2.891, -8.186, -3.042)
H (2.182, -6.471, -1.074)
H (4.842, -0.943, -1.389)
O (-3.099, 2.961, -5.348)
H (0.906, 3.767, 1.670)
H (4.573, 1.300, 1.617)
H (4.093, 1.181, -0.442)
H (-3.292, 5.087, 1.756)
C (-0.829, -1.674, 3.967)
H (-1.898, 0.282, 3.778)
H (-2.536, -1.945, -2.823)
H (-1.534, -3.015, 7.597)
O (-0.258, -3.129, -3.180)
H (0.194, -1.750, 4.352)
H (-0.224, -2.596, -2.377)
C (-1.684, -2.847, 4.348)
C (1.733, 4.760, 3.376)
H (-2.593, -2.907, 3.746)
H (-0.495, -0.586, 2.262)
H (3.591, 3.919, 4.319)
H (-3.265, 5.626, 3.379)
C (0.950, 0.009, -4.639)
H (2.298, -7.180, -5.323)
H (-1.170, -4.338, 6.590)
H (0.020, -0.169, -4.089)
H (-0.434, 1.660, -1.160)
C (-3.555, 2.328, 1.079)
H (0.688, 8.660, 4.212)
O (3.733, 1.471, 2.058)
C (5.049, 0.003, -1.897)
H (3.017, -0.771, 4.381)
H (-1.414, -1.797, 2.041)
H (-2.876, 3.149, 0.832)
O (1.518, -2.264, -5.378)
H (-0.897, 7.763, 4.024)
H (3.835, 5.024, 3.063)
H (-1.958, -5.395, 0.666)
N (-2.983, 1.047, 0.683)
C (-4.862, 2.640, 0.381)
H (3.505, -0.531, 1.744)
H (1.843, 1.486, -5.321)
C (3.291, 0.213, 2.513)
H (1.712, -0.257, -3.904)
H (-5.531, 1.783, 0.478)
H (1.756, 6.806, 2.648)
C (1.796, -6.188, -2.057)
O (0.829, 6.641, 4.519)
H (-2.766, -1.879, -0.396)
O (4.124, 0.274, -2.994)
H (2.168, -2.887, -1.980)
H (-2.071, -0.366, -2.207)
H (2.011, -0.092, -0.449)
C (0.324, 1.335, -0.441)
O (-1.876, 3.069, -2.800)
C (-3.403, -0.200, -3.848)
H (5.748, -0.260, 4.085)
H (-0.538, -3.581, 0.106)
H (-5.211, -0.197, -4.777)
H (6.887, 1.286, -0.365)
H (-2.657, 2.171, 3.060)
H (-3.932, 3.300, -2.849)
H (3.569, -8.080, -2.285)
O (0.387, -0.977, -1.256)
H (-2.359, 4.810, -4.829)
O (-4.058, 3.692, 3.163)
H (-1.089, 3.561, -3.064)
H (3.536, -6.350, -3.384)
H (0.431, -3.810, -3.045)
C (2.562, -3.891, -1.826)
H (1.411, -5.650, -4.821)
H (0.135, 5.998, 2.764)
H (-4.005, -5.343, 0.984)
H (3.266, 5.579, 4.690)
H (-4.108, 4.675, -4.789)
H (2.224, 0.358, 2.714)
H (3.433, -3.981, -2.483)
C (1.116, 0.184, -1.019)
H (-3.729, 0.357, 0.668)
O (-2.022, -2.032, 0.203)
H (-0.251, 7.954, 5.568)
O (-0.119, 0.969, 0.833)
C (3.162, 4.833, 3.902)
H (0.844, -7.209, -4.466)
H (-1.138, -3.793, 4.281)
C (0.071, 7.818, 4.533)
H (1.545, 0.561, -1.952)
C (-1.605, -3.381, -0.006)
H (-0.218, -1.086, -0.503)
O (5.000, -0.852, 3.981)
N (1.780, 4.122, 2.047)
H (-0.098, -1.294, -6.108)
C (0.909, -1.032, -5.777)
H (1.496, -0.748, -6.653)
H (5.091, 2.113, -1.464)
C (-3.187, 4.141, -4.559)
H (-5.308, 3.538, 0.814)
H (0.811, -6.661, -2.025)
H (4.100, -0.577, -3.446)
C (3.762, -0.125, 3.916)
H (3.567, -8.539, -3.713)
C (-1.288, -0.260, 4.499)
H (-2.082, 4.456, 2.902)
O (0.920, 1.338, -5.083)
H (-2.149, -4.058, 1.855)
H (-3.178, 4.763, -2.491)
C (2.533, -6.771, -3.239)
H (-1.082, 1.091, 0.925)
H (-4.754, 2.871, -0.680)
C (-1.141, -3.242, 6.606)
H (2.820, -4.034, -0.775)
H (-2.739, -0.378, -4.699)
H (-4.695, -1.255, -2.152)
H (2.242, 3.242, 2.265)
C (1.107, 6.162, 3.248)
H (-2.285, 2.592, -4.978)
H (0.865, -2.688, -4.802)
C (-2.910, -0.940, -2.610)
C (-3.033, 3.870, -3.102)
C (1.776, -6.635, -4.536)
O (-3.776, -4.493, 0.601)
H (-3.386, 0.888, -3.773)
H (-4.346, 1.721, 3.014)

Computed properties:
Gap between HOMO and LUMO = 8.99 eV
Energy relative to the best compared isomer or geometry (same formula, charge and spin) = 0.683 eV
E_HOMO = -8.600 eV
SMILES = COC[C@H](C)N.COC[C@H](C)N.COC[C@H](C)N.COC[C@H](C)N.OCCO.OCCO.OCCO.OCCO.OCCO.OCCO.OCCO.O

---

[2]
This record from the Open Molecules 2025 dataset describes a 11-piece molecular cluster, C30H88N6O11 overall. The level of theory is the ωB97M-V functional and the def2-TZVPD basis.

Element x y z (Å)
H (-6.338, -5.503, -4.462)
H (-3.223, 4.556, 9.820)
H (-2.843, 2.780, 11.154)
H (0.274, 1.680, 1.834)
H (5.674, -7.930, -3.613)
H (-0.842, -4.943, -5.855)
C (-2.476, 4.039, 9.217)
H (-0.019, -1.519, -0.763)
H (3.250, 1.065, -11.976)
H (-0.758, 8.793, 3.087)
H (1.736, 1.648, -12.288)
C (-1.560, 2.907, 9.802)
C (4.310, 2.869, -9.783)
H (-4.076, 3.573, -4.876)
C (-3.307, -4.771, -5.369)
H (-3.436, -5.822, -2.759)
N (-5.657, -5.289, -5.176)
C (3.859, 0.534, -0.111)
H (-0.831, 0.405, 2.315)
H (2.355, -2.308, 9.580)
H (-2.590, 1.917, -8.227)
C (-4.444, 3.160, -5.816)
O (-8.901, -0.768, 1.247)
H (2.229, 3.045, 10.957)
H (2.154, 1.931, 12.201)
H (5.413, 1.885, -8.035)
H (-0.300, -3.402, -5.230)
H (-0.654, 0.638, -0.185)
H (1.012, 0.181, 2.338)
H (-6.048, -4.626, -5.831)
C (-1.012, 7.734, 3.044)
H (5.402, -6.050, -0.322)
O (-2.383, 7.620, 3.027)
H (-1.491, -3.318, -6.482)
H (-0.560, 4.233, 11.331)
H (-6.303, 8.346, 0.619)
H (1.996, -2.179, 7.877)
H (-4.405, 6.825, 1.835)
C (0.133, 0.599, 1.846)
H (0.779, -1.769, 0.519)
H (-4.654, -3.797, -4.054)
H (2.013, -7.497, -0.928)
H (4.228, -0.060, -0.948)
H (-0.108, -2.597, 8.350)
H (-7.021, -1.519, 1.245)
H (-3.683, -5.932, 3.925)
H (6.060, 3.774, -9.859)
O (2.087, 1.856, -10.311)
H (1.910, -8.259, 0.570)
H (-5.214, 3.754, -6.309)
C (2.645, -7.986, -0.187)
H (4.782, 4.604, -10.529)
H (-3.250, 1.836, 10.127)
H (1.720, -3.658, 8.871)
H (-5.216, 9.682, 0.555)
H (-3.016, -5.768, -5.699)
O (-2.302, -4.023, -4.768)
C (-3.308, 3.086, -6.835)
C (1.564, 2.737, 11.764)
H (1.556, 3.574, 12.463)
H (-1.839, 4.786, 8.743)
N (-0.091, -1.345, 0.229)
H (3.812, 1.573, -0.438)
H (4.185, -7.000, -3.515)
C (-4.472, -4.804, -4.429)
C (-2.892, -5.824, 4.667)
N (-2.407, 2.019, 10.652)
H (-4.142, -6.801, -3.854)
H (-5.259, -5.900, -2.770)
C (-4.419, 7.912, 1.765)
O (-2.625, -4.463, 4.896)
H (0.362, 3.926, 9.938)
H (1.670, 1.428, -0.605)
H (-3.203, -6.230, 5.629)
C (1.619, -2.574, 8.821)
H (12.736, -0.326, 2.865)
H (5.808, -6.314, -3.377)
H (12.402, -2.312, 3.392)
H (-3.763, -4.283, -6.231)
H (-2.544, -4.093, 4.014)
H (-6.124, 8.210, 3.001)
O (11.599, -1.790, 3.459)
O (5.139, -7.388, -1.687)
C (0.158, 0.120, 0.325)
C (-0.332, 3.437, 10.623)
C (-2.962, 8.314, 1.947)
C (3.856, -7.207, 0.241)
C (2.803, 3.056, -10.225)
C (-7.841, -1.271, 1.918)
N (-5.155, 8.479, 2.911)
H (-3.027, 9.398, 2.045)
C (1.542, 0.399, -0.269)
C (2.271, 1.118, -11.500)
N (3.360, -6.291, 1.296)
C (-5.241, 8.593, 0.601)
O (2.659, -0.008, 0.469)
H (11.616, -1.024, 1.686)
C (4.539, -6.427, -0.871)
O (0.331, -2.331, 9.161)
H (1.906, 0.091, -11.528)
H (-4.849, 8.235, -0.350)
H (3.925, -5.738, -1.451)
H (-7.366, -0.615, 2.647)
H (-0.562, 7.333, 3.952)
H (2.825, 3.620, -11.157)
N (5.097, 4.055, -9.742)
H (-0.454, 7.453, 2.151)
C (5.167, -7.138, -3.063)
C (-1.166, -3.925, -5.637)
H (2.918, -8.959, -0.595)
H (2.256, 3.628, -9.476)
C (4.466, 2.300, -8.382)
H (-3.148, 4.053, -7.312)
C (11.700, -0.621, 2.695)
O (-3.447, 2.197, -7.897)
H (-8.974, -1.164, 0.375)
H (4.825, 2.197, -10.470)
H (-2.989, 3.554, 8.387)
H (3.096, -6.800, 2.127)
H (4.565, -7.927, 0.647)
H (1.511, -0.055, -1.260)
H (-1.191, 2.346, 8.943)
H (-2.358, 2.870, -6.348)
H (4.103, 3.111, -7.751)
O (0.302, 2.327, 11.266)
H (4.571, 0.405, 0.704)
H (-4.807, 2.184, -5.494)
H (10.885, 0.060, 2.939)
H (-8.236, -2.174, 2.383)
H (-2.022, -6.434, 4.423)
H (-4.712, 8.137, 3.752)
C (-4.345, -5.850, -3.361)
H (4.184, -5.824, 1.647)
H (-2.432, 8.204, 1.001)
H (3.714, 1.527, -8.226)

Computed properties:
Gap between HOMO and LUMO = 9.46 eV
Energy relative to the best compared isomer or geometry (same formula, charge and spin) = 5.481 eV
E_HOMO = -9.200 eV
SMILES = COC[C@H](C)N.COC[C@H](C)N.COC[C@H](C)N.COC[C@H](C)N.COC[C@H](C)N.COC[C@H](C)N.CCO.CO.CO.CO.CO

---

[3]
This record from the Open Molecules 2025 dataset describes a 15-piece molecular cluster, C30H90O15S15 overall. The level of theory is the ωB97M-V functional and the def2-TZVPD basis.

Element x y z (Å)
H (-4.446, -7.712, -18.902)
H (-4.175, -3.954, -30.329)
H (3.005, -3.837, -25.222)
C (-7.659, -14.862, -18.675)
S (0.744, 3.702, -21.647)
H (4.481, -8.933, -18.504)
H (-6.860, 1.180, -19.273)
H (5.480, -3.090, -25.163)
C (-6.663, 0.430, -18.507)
H (-0.475, -0.975, -13.095)
S (5.209, -8.843, -20.874)
C (-11.285, -2.759, -26.802)
H (-13.060, -7.587, -16.027)
O (-1.392, -0.559, -15.775)
H (4.405, -4.973, -16.033)
H (-2.290, -8.860, -11.128)
C (-3.082, -3.080, -27.909)
O (-10.982, -9.233, -13.547)
H (4.793, -10.515, -19.342)
H (5.610, -3.710, -23.521)
H (2.430, -4.549, -18.527)
H (-13.801, -8.534, -14.687)
C (0.292, 1.273, -14.642)
H (-4.065, -2.722, -28.215)
C (2.538, -3.649, -17.922)
H (-3.003, -5.225, -30.419)
C (-11.408, -10.942, -21.948)
H (-0.239, -8.733, -25.525)
S (-2.011, -3.182, -29.357)
H (-1.050, 0.482, -12.286)
H (-11.848, -2.588, -27.720)
H (-4.522, -4.076, -20.677)
C (-12.885, -8.314, -15.234)
H (-0.371, -10.502, -25.205)
H (-2.674, -13.581, -19.170)
C (-11.134, -8.336, -21.041)
H (-6.101, 1.061, -17.818)
S (0.310, -9.836, -27.470)
O (3.585, -0.915, -24.498)
H (0.264, 1.197, -21.433)
H (-8.462, -14.170, -18.929)
H (-10.036, -7.893, -16.084)
H (-11.445, -3.803, -26.534)
C (-7.136, -1.174, -16.393)
S (3.839, -2.110, -23.584)
H (-1.778, -12.116, -18.713)
H (6.964, -7.932, -19.206)
H (-1.956, -15.402, -16.483)
H (2.623, -10.920, -27.400)
H (-6.499, -0.502, -15.818)
C (-8.949, -2.857, -25.353)
H (-8.762, -12.952, -17.161)
H (-9.565, -6.625, -14.882)
H (1.761, -11.367, -28.823)
H (-6.426, -1.962, -16.645)
H (6.348, -2.149, -23.937)
H (-11.297, -11.381, -20.957)
H (1.702, -3.121, -24.190)
H (1.045, 0.488, -14.571)
H (3.127, 4.229, -21.188)
H (-9.450, -2.289, -24.570)
C (4.320, -9.534, -19.398)
H (-8.051, -15.879, -18.677)
H (0.487, 1.777, -15.589)
H (1.963, -3.843, -17.016)
H (-1.113, 2.324, -21.254)
S (-3.428, -6.429, -20.678)
H (1.317, -12.117, -27.321)
H (-3.180, -4.122, -27.603)
H (-0.577, -8.908, -11.645)
S (-7.135, -14.573, -16.941)
H (-4.089, -6.041, -18.424)
H (0.464, 2.018, -13.866)
O (-3.335, -8.026, -13.897)
C (-1.297, -0.261, -13.045)
C (-4.496, -6.670, -19.216)
H (3.378, -3.603, -15.335)
O (-8.147, -15.263, -16.043)
H (-10.388, -7.619, -20.695)
H (-7.700, -12.309, -15.882)
H (-10.959, -6.411, -15.862)
H (-2.680, -2.416, -27.143)
S (-0.575, -14.102, -18.074)
H (-11.944, -7.850, -21.586)
H (-2.671, -12.893, -17.464)
H (3.252, -9.703, -19.538)
H (2.343, 3.753, -19.701)
C (-1.537, -15.513, -17.483)
C (-0.599, -8.463, -14.458)
H (-2.978, -4.133, -21.545)
H (-6.919, -14.674, -19.454)
O (-0.976, -10.580, -27.741)
S (-1.433, 0.581, -14.706)
O (-0.031, 4.875, -20.992)
H (-9.116, -3.902, -25.089)
H (-2.179, -15.952, -18.247)
C (-7.727, -12.814, -16.848)
O (-8.427, -1.580, -18.567)
S (-8.112, -0.359, -17.728)
C (5.493, -2.802, -24.112)
H (-1.437, -7.385, -11.740)
H (4.981, -3.347, -15.426)
H (-2.216, -0.780, -12.769)
C (4.215, -3.902, -15.967)
S (-2.186, -8.928, -13.549)
O (-0.033, -13.368, -16.842)
C (2.734, -3.469, -24.233)
C (-3.543, -4.553, -20.713)
H (-5.521, -6.345, -19.394)
H (-0.816, -8.604, -15.517)
H (0.184, -9.165, -14.169)
H (-7.877, -2.664, -25.306)
C (0.203, -9.715, -25.694)
S (4.250, -3.212, -17.665)
H (-2.933, -3.945, -31.561)
S (-10.177, -9.581, -21.991)
C (6.862, -8.671, -20.001)
S (-11.519, -7.883, -14.064)
C (-1.555, -8.465, -11.829)
O (4.893, -4.090, -18.716)
H (-0.795, -16.302, -17.354)
O (-8.942, -9.910, -21.176)
H (-12.648, -9.189, -15.839)
H (2.732, 2.527, -20.898)
H (-3.034, -4.281, -19.789)
H (-0.336, -7.445, -14.172)
C (-0.065, 2.147, -21.011)
H (-12.367, -10.425, -21.967)
C (-3.116, -4.144, -30.505)
H (2.097, -2.808, -18.456)
H (-11.385, -11.753, -22.676)
O (-1.975, -6.690, -20.366)
O (-8.911, -3.765, -27.791)
H (1.256, -9.811, -25.428)
H (-7.779, -1.438, -15.553)
H (2.866, -4.362, -23.621)
H (-11.656, -2.130, -25.993)
C (-10.386, -7.177, -15.340)
C (-2.107, -13.099, -18.374)
S (-9.489, -2.541, -27.103)
C (1.625, -11.168, -27.760)
H (-6.002, -0.326, -18.932)
O (5.366, -9.785, -22.057)
O (-0.788, -4.115, -29.082)
H (-7.181, -12.198, -17.563)
C (2.381, 3.552, -20.772)
H (0.093, 2.105, -19.933)
H (7.699, -8.358, -20.626)
H (7.162, -9.613, -19.543)
H (-11.536, -8.878, -20.186)

Computed properties:
Gap between HOMO and LUMO = 8.43 eV
Energy relative to the best compared isomer or geometry (same formula, charge and spin) = 6.618 eV
E_HOMO = -8.520 eV

---

For the records above, the corresponding E_tot values read -77393.1147 -63989.2892 -225791.8796 eV.